Entry from the OMol25 dataset: an isolated molecule of C22H24N2O8S at a distorted geometry (ωB97M-V with the def2-TZVPD basis set).

```
57
Properties=species:S:1:pos:R:3:forces:R:3:lowdin_charge:R:1
S 4.208 -0.943 0.092 -0.169 0.388 -0.090 0.69
O -3.642 2.282 2.445 -0.022 -0.081 0.015 0.15
O 0.381 2.258 0.054 0.163 0.247 -0.058 0.07
O -5.568 0.532 0.066 0.008 -0.001 -0.241 0.04
O 4.994 -1.140 1.279 -0.178 0.255 0.031 -0.27
O 4.561 -1.677 -1.092 -0.172 0.228 -0.088 -0.27
O -3.442 -1.148 0.935 0.265 -0.062 -0.478 -0.06
O -3.129 1.644 0.349 0.018 -0.085 -0.359 0.02
O 4.157 3.403 -0.880 0.150 0.188 -0.058 -0.12
N -0.784 0.371 0.605 -0.380 -0.281 0.111 0.17
N 4.151 0.677 -0.271 0.156 -1.106 0.231 -0.26
C 0.828 -2.877 1.172 0.234 0.143 -0.088 -0.02
C -0.132 -1.887 1.083 0.005 0.202 -0.052 -0.01
C 3.663 2.466 -1.809 0.027 -0.345 -0.122 -0.18
C 2.495 -1.327 0.488 0.307 0.133 -0.079 -0.19
C 4.357 1.111 -1.634 -0.120 0.186 -0.557 -0.16
C -3.868 1.639 1.457 -0.421 0.063 0.343 -0.42
C -1.972 2.468 0.315 0.452 0.554 0.120 -0.03
C 2.165 -2.620 0.876 -0.046 -0.137 0.049 -0.25
C -4.854 -0.246 -0.812 0.110 -0.215 -0.149 -0.20
C 3.213 -3.676 0.965 0.098 -0.194 0.053 -0.04
C -3.804 -1.066 -0.401 -0.159 -0.082 -0.033 -0.20
C -4.490 -0.948 -3.079 -0.005 0.021 -0.031 -0.08
C 0.222 -0.599 0.686 0.402 -0.258 0.039 -0.19
C -5.019 0.633 1.354 0.347 -0.197 0.422 -0.17
C 3.923 2.971 0.443 0.047 -0.260 0.253 -0.18
C -3.421 -1.730 -2.671 0.051 -0.035 -0.033 -0.08
C -5.200 -0.205 -2.157 0.024 0.012 0.302 0.01
C -0.655 1.680 0.304 -0.653 0.035 0.022 -0.41
C 1.553 -0.327 0.388 -0.136 0.279 -0.049 0.02
C -4.468 -0.734 1.804 -0.572 0.263 0.296 -0.09
C -3.079 -1.793 -1.334 -0.133 0.122 0.199 0.00
C 4.622 1.632 0.707 0.005 0.430 0.419 -0.16
H 3.868 2.878 -2.798 -0.047 -0.100 0.023 0.13
H -2.255 -2.400 -0.994 0.106 -0.094 0.062 0.11
H -6.024 0.425 -2.452 -0.108 0.097 -0.042 0.12
H 2.578 2.348 -1.674 0.057 -0.012 -0.053 0.12
H -4.036 -0.673 2.804 -0.090 0.020 -0.082 0.15
H 3.711 -3.781 0.002 0.040 -0.151 -0.014 0.08
H 4.325 3.749 1.093 -0.044 -0.098 0.034 0.13
H 2.842 2.868 0.612 0.081 0.008 0.038 0.11
H 3.937 0.355 -2.295 0.039 0.148 -0.162 0.12
H 2.786 -4.631 1.262 0.002 -0.050 0.005 0.08
H -1.967 3.132 1.188 0.067 -0.131 -0.218 0.14
H -5.823 0.961 2.019 0.227 -0.028 -0.072 0.17
H 5.710 1.763 0.627 -0.094 -0.026 0.048 0.14
H -1.717 0.010 0.775 0.066 0.190 -0.072 0.12
H -4.765 -0.908 -4.121 -0.029 0.009 -0.099 0.10
H -2.854 -2.297 -3.393 0.055 -0.059 -0.070 0.10
H -5.289 -1.462 1.796 0.102 0.078 0.006 0.15
H 5.430 1.220 -1.849 -0.099 -0.034 -0.010 0.14
H 1.856 0.657 0.081 -0.083 0.023 0.007 0.09
H 4.384 1.246 1.697 0.062 0.199 0.084 0.12
H 3.976 -3.378 1.683 0.046 -0.127 0.061 0.08
H 0.538 -3.871 1.479 0.001 -0.104 0.029 0.11
H -1.162 -2.106 1.322 -0.102 -0.020 0.036 0.10
H -2.017 3.072 -0.594 0.041 -0.145 0.122 0.15
```
Positions in Å, forces in eV/Å.

Summary:
- HOMO (eV) = -8.72
- HOMO-LUMO gap (Eh) = 0.3379
- SMILES = Cc1ccc(NC(=O)COC(=O)[C@@H]2COc3ccccc3O2)cc1S(=O)(=O)N1CCOCC1
- energy above the lowest of the compared OMol25 structures with the same formula, charge and spin (kJ/mol) = 56.03
- DFT total energy (Ha) = -1962.3655


Entry from the OMol25 dataset: a structure of composition C22H24N3OS at a distorted geometry (ωB97M-V with the def2-TZVPD basis set).

```
51
Properties=species:S:1:pos:R:3:forces:R:3:lowdin_charge:R:1
S 0.924 -1.701 1.073 0.539 0.129 -0.037 1.17
O 5.002 2.748 -0.926 -0.490 -0.666 -0.754 -0.14
N -1.576 -0.695 0.299 1.817 -0.337 0.612 0.05
N -1.378 -2.757 1.237 0.450 0.077 0.077 -0.03
N 2.499 1.539 -1.437 0.276 -0.468 0.273 -0.08
C 1.420 0.836 -1.004 -0.555 1.690 -0.069 -0.09
C -3.676 3.416 -1.436 0.906 -0.943 0.765 -0.06
C 0.205 -6.065 2.096 -0.403 0.795 -0.094 -0.06
C -3.076 2.002 0.887 -0.238 0.016 1.078 -0.09
C -4.493 3.512 -0.310 -0.996 0.543 0.161 -0.08
C 3.791 0.787 -1.516 -0.558 -0.108 0.118 -0.12
C -2.557 2.537 -1.401 -0.367 0.592 0.376 -0.02
C -2.814 -2.656 1.040 -0.001 -0.409 0.104 -0.07
C -0.846 -5.135 1.900 0.397 -0.302 0.084 0.01
C -4.247 2.746 0.840 0.636 0.535 -0.980 -0.06
C 0.110 1.325 -0.875 0.812 -0.788 -0.020 -0.08
C 0.809 -3.396 1.531 0.369 -0.876 0.344 -0.43
C 3.886 3.643 -1.026 0.850 -0.027 0.633 -0.17
C 4.929 1.700 -1.920 -0.087 0.648 0.534 -0.17
C 1.539 -5.652 2.034 0.195 0.791 -0.099 -0.06
C 1.858 -4.291 1.775 -0.411 -0.371 0.069 -0.06
C 2.599 3.009 -1.580 -0.374 -0.200 -0.859 -0.11
C -0.766 -1.621 0.817 -1.225 0.253 -0.270 -0.53
C -2.221 1.864 -0.196 0.245 -0.181 -0.072 -0.21
C -0.950 1.039 0.121 -0.338 0.707 0.046 -0.08
C -0.525 -3.814 1.598 0.092 0.013 -0.277 -0.22
C -2.947 -1.217 0.525 -0.712 0.825 -0.034 -0.10
H -3.537 -1.198 -0.385 0.091 0.173 -0.213 0.13
H -1.891 -5.433 1.980 0.258 -0.042 -0.088 0.12
H -3.153 -3.394 0.316 0.036 -0.035 -0.149 0.13
H 4.223 4.452 -1.696 -0.551 -0.031 0.257 0.13
H 1.723 3.474 -1.118 0.096 -0.160 -0.046 0.12
H 3.682 -0.059 -2.207 0.051 0.206 0.068 0.13
H 1.662 -0.200 -0.830 0.155 -0.121 0.507 0.05
H -3.855 4.051 -2.302 0.032 -0.314 0.144 0.11
H 4.007 0.401 -0.505 0.018 0.032 -0.338 0.13
H -1.941 2.526 -2.303 -0.084 -0.295 0.403 0.11
H -2.762 1.592 1.869 -0.316 0.032 -0.731 0.12
H -3.473 -0.592 1.251 0.138 -0.027 -0.068 0.11
H 5.878 1.157 -1.840 -0.261 0.164 -0.247 0.13
H -0.663 1.231 1.236 -0.465 -0.854 -2.027 0.16
H -5.338 4.250 -0.308 0.830 -0.929 -0.048 0.12
H 2.894 -3.937 1.760 -0.424 -0.281 -0.049 0.12
H -0.157 2.072 -1.620 0.125 0.077 0.520 0.08
H 2.597 3.276 -2.652 -0.404 -0.314 0.291 0.13
H -4.878 2.816 1.707 -0.165 0.107 0.165 0.10
H 2.348 -6.381 2.189 -0.449 0.478 -0.069 0.12
H 3.736 4.044 -0.006 0.066 -0.168 -0.540 0.13
H -3.357 -2.838 1.971 0.118 0.128 -0.053 0.14
H -0.030 -7.112 2.299 0.031 0.400 -0.049 0.11
H 4.784 2.100 -2.953 0.245 -0.162 0.651 0.14
```
Positions in Å, forces in eV/Å.

Summary:
- HOMO (eV) = -10.71
- HOMO-LUMO gap (Eh) = 0.2965
- charge = +1
- energy above the lowest of the compared OMol25 structures with the same formula, charge and spin (kJ/mol) = 109.93
- DFT total energy (Ha) = -1490.1091


Entry from the OMol25 dataset: a structure of composition C22H24N9O4RbS (ωB97M-V with the def2-TZVPD basis set).

```
61
Properties=species:S:1:pos:R:3:forces:R:3:lowdin_charge:R:1
Rb 0.888 0.452 -0.384 0.116 0.076 -0.644 0.86
S 1.093 -1.649 -4.171 0.055 0.048 -0.032 0.43
O 2.139 2.774 0.951 -0.028 -0.152 0.022 -0.15
O 2.150 3.270 3.149 -0.112 -0.109 0.025 -0.04
O 1.095 0.372 2.391 0.006 -0.159 0.195 -0.13
O -0.550 1.870 2.214 -0.007 -0.006 0.013 -0.08
N -0.283 0.649 -4.698 0.110 -0.082 -0.045 -0.06
N -3.560 -0.316 7.765 -0.035 -0.020 0.006 0.12
N 1.148 -2.557 0.586 -0.198 -0.168 -0.467 0.04
N 3.081 2.162 -1.737 -0.055 -0.045 0.010 -0.04
N -0.886 0.496 -3.482 0.061 -0.047 0.041 0.03
N -2.050 0.652 -1.022 -0.028 0.128 -0.074 0.07
N 1.380 0.126 -6.149 0.011 0.039 0.014 0.00
N 0.359 -2.300 2.632 0.085 -0.314 -0.237 -0.03
N 3.431 -0.676 -1.731 -0.019 0.013 0.066 -0.05
C -1.197 -2.133 5.961 0.009 -0.020 0.059 -0.04
C 2.178 -2.622 1.482 0.272 -0.108 0.029 -0.16
C -3.019 0.729 -4.681 -0.028 0.007 -0.015 -0.06
C 4.211 1.559 -2.413 0.018 -0.019 0.029 -0.31
C -0.465 -1.886 3.689 -0.204 0.053 0.221 -0.18
C -4.208 0.762 -2.023 -0.019 -0.007 -0.004 -0.04
C 4.581 0.208 -1.810 -0.014 0.036 -0.057 -0.30
C 0.070 -2.354 1.289 0.210 0.129 0.709 -0.18
C -2.057 -1.050 5.788 -0.054 0.028 0.029 -0.24
C 1.748 2.645 2.154 0.150 0.336 -0.060 -0.67
C -2.093 -0.371 4.571 -0.020 0.000 0.048 0.01
C -2.896 -0.634 6.881 0.081 0.006 -0.023 -0.20
C -2.619 0.799 0.169 -0.064 -0.010 -0.003 -0.13
C -2.818 0.661 -2.119 -0.017 -0.096 0.000 -0.22
C 1.716 -2.489 2.750 -0.003 0.282 -0.049 -0.07
C -0.402 -2.548 4.912 -0.012 -0.075 -0.088 -0.01
C -3.995 0.911 0.348 0.011 0.017 0.015 -0.07
C -1.290 -0.782 3.525 -0.104 -0.127 -0.023 0.02
C 0.667 1.555 2.309 0.079 0.201 0.157 -0.70
C -2.159 0.605 -3.451 -0.009 0.076 -0.027 -0.30
C 0.676 -0.191 -4.976 -0.156 -0.024 0.091 -0.97
C -4.798 0.879 -0.775 -0.019 -0.004 -0.011 -0.09
H -2.386 0.661 -5.561 0.002 0.006 0.008 0.06
H 2.284 -0.319 -6.159 0.001 -0.012 -0.007 0.03
H 2.928 -0.751 -2.614 0.005 -0.025 -0.005 -0.03
H 3.187 2.253 -0.727 0.002 0.075 0.043 0.02
H 0.265 -3.393 5.026 -0.004 -0.012 0.000 0.11
H 3.202 -2.705 1.155 -0.021 -0.070 0.012 0.09
H -4.405 1.043 1.341 0.010 -0.016 0.010 0.10
H 2.225 -2.341 3.685 -0.034 -0.050 0.022 0.12
H 4.966 0.371 -0.797 -0.012 -0.001 0.009 0.11
H -1.160 -2.644 6.914 -0.003 -0.004 0.000 0.11
H -3.553 1.684 -4.701 -0.003 -0.002 0.008 0.07
H 5.127 2.174 -2.403 0.004 0.006 -0.012 0.09
H -4.818 0.760 -2.915 0.001 0.000 0.008 0.09
H -2.715 0.506 4.461 0.013 0.025 -0.040 0.13
H 3.689 -1.614 -1.454 0.003 -0.007 -0.007 0.06
H -0.936 -2.255 0.910 -0.001 0.047 0.020 0.13
H -5.876 0.962 -0.689 -0.001 0.000 0.002 0.09
H -1.220 -0.201 2.619 -0.018 0.122 0.009 0.08
H 5.414 -0.196 -2.409 0.004 0.009 0.014 0.09
H -1.936 0.885 1.012 -0.036 0.032 0.014 0.07
H 3.943 1.406 -3.466 -0.002 -0.002 0.018 0.10
H -3.767 -0.068 -4.719 0.011 0.000 0.003 0.07
H 1.410 1.123 -6.310 0.006 0.004 -0.018 0.06
H 2.865 3.083 -2.092 0.007 -0.005 -0.031 0.07
```
Positions in Å, forces in eV/Å.

Summary:
- HOMO (eV) = -1.72
- HOMO-LUMO gap (Eh) = 0.2091
- charge = -2
- energy above the lowest of the compared OMol25 structures with the same formula, charge and spin (kJ/mol) = 44.96
- DFT total energy (Ha) = -2068.9138


Entry from the OMol25 dataset: a cluster of 2 separate species, C22H24NO6 in total at a distorted geometry (ωB97M-V with the def2-TZVPD basis set).

```
53
Properties=species:S:1:pos:R:3:forces:R:3:lowdin_charge:R:1
O -0.743 -3.467 -1.932 -2.106 -0.001 -0.629 0.13
O 0.540 -2.525 1.609 -2.395 -0.372 -1.132 -0.12
O -2.543 0.635 -2.736 -1.359 -1.461 -0.423 0.12
O -3.938 -1.148 -2.801 0.949 -0.588 -0.008 0.08
O -2.966 -3.364 -2.408 0.025 1.082 -0.264 0.08
O 5.484 -1.372 3.555 1.001 0.243 0.446 -0.13
N 0.454 4.749 -0.775 0.502 0.225 -0.166 -0.23
C -0.992 2.788 -0.372 0.651 0.522 -0.124 0.00
C -1.761 -2.808 -2.066 2.248 -1.093 0.740 -0.40
C 3.176 -2.153 3.960 1.883 0.612 -0.195 -0.09
C -0.588 -0.829 -1.297 -0.456 -0.263 -0.404 0.12
C 0.911 1.136 -1.517 -0.690 -1.089 0.098 -0.01
C 1.949 -2.446 3.459 -0.324 -0.048 -0.888 -0.06
C 1.674 -2.322 2.061 0.702 0.161 0.523 -0.55
C 5.665 -1.452 4.947 0.130 0.081 -0.554 -0.14
C 3.977 -1.656 1.728 1.150 0.223 1.439 -0.07
C -0.304 0.587 -1.084 0.008 0.910 0.212 -0.18
C 0.843 5.398 0.480 -0.341 -0.779 -0.799 -0.08
C 4.230 -1.726 3.119 -1.643 -0.471 -0.686 -0.31
C -1.696 -1.358 -1.874 -0.227 0.301 0.077 -0.05
C -5.219 -3.137 -3.170 0.650 0.260 -0.127 0.01
C -0.125 5.665 -1.764 0.301 -1.000 0.662 -0.08
C -4.569 -2.428 -0.846 0.285 0.109 -0.112 0.02
C 0.210 3.338 -0.839 -0.162 0.094 -0.069 -0.24
C 1.155 2.478 -1.415 -0.385 1.185 0.269 -0.01
C -4.125 -2.497 -2.309 -0.887 -0.445 0.558 -0.51
C -2.747 -0.542 -2.494 0.552 1.910 0.113 -0.39
C -1.242 1.448 -0.495 0.305 -0.766 -0.257 -0.03
C 2.759 -1.945 1.210 -0.487 -0.223 0.401 -0.06
H -0.517 5.106 -2.611 0.036 -0.031 0.010 0.09
H -6.133 -2.548 -3.137 0.048 0.081 0.120 0.09
H -4.775 -3.424 -0.461 0.039 -0.079 -0.074 0.10
H 1.628 0.491 -1.995 0.255 -0.164 -0.019 0.12
H -0.936 6.235 -1.314 -0.300 0.282 -0.012 0.07
H 0.170 -1.536 -0.994 0.131 -0.210 0.227 0.12
H 2.572 -1.898 0.151 -0.060 0.019 -0.280 0.08
H 6.683 -1.140 5.183 0.019 0.019 -0.167 0.08
H -3.789 -1.984 -0.233 0.116 0.025 0.094 0.10
H -1.730 3.445 0.052 -0.197 0.149 0.158 0.11
H 3.347 -2.246 5.016 0.020 -0.032 0.388 0.08
H 4.966 -0.783 5.450 -0.115 -0.041 0.278 0.08
H -4.873 -3.179 -4.200 0.010 -0.008 -0.095 0.09
H 5.526 -2.482 5.277 -0.091 -0.090 0.300 0.08
H 2.063 2.903 -1.810 0.213 0.079 0.017 0.11
H 1.678 6.072 0.301 0.138 0.184 0.058 0.07
H -5.464 -1.818 -0.747 -0.052 0.043 -0.122 0.09
H -5.425 -4.151 -2.836 0.067 0.021 0.125 0.09
H -2.191 1.043 -0.189 -0.164 -0.059 0.191 0.12
H 1.149 -2.772 4.098 -0.250 -0.063 0.146 0.09
H 1.145 4.653 1.214 0.019 -0.032 -0.040 0.09
H 4.785 -1.358 1.085 0.371 0.135 -0.198 0.09
H 0.008 5.967 0.881 -0.193 0.255 0.289 0.07
H 0.639 6.354 -2.119 0.059 0.198 -0.095 0.07
```
Positions in Å, forces in eV/Å.

Summary:
- HOMO (eV) = -2.24
- HOMO-LUMO gap (Eh) = 0.1539
- charge = -1
- DFT total energy (Ha) = -1358.9201


The highest HOMO-LUMO gap belongs to which entry? C22H24N2O8S


DFT total energy of number 1 (C22H24N2O8S)? -1962.3655 Ha